(1)
{"formula": "C17H18BrF2NOZn", "method": "ωB97M-V/def2-TZVPD", "homo_lumo_gap_ev": [3.67, 4.05], "charge": -2, "homo_ev": [1.06, 0.64], "energy_ha": -5341.438067, "species": ["Zn", "C", "C", "C", "O", "C", "H", "H", "H", "H", "H", "H", "H", "H", "Br", "C", "C", "C", "C", "N", "C", "H", "H", "H", "H", "F", "C", "F", "H", "C", "C", "C", "C", "C", "C", "C", "H", "H", "H", "H", "H"], "positions_angstrom": [[-2.0948, 0.4551, -0.2540], [2.0376, -0.9205, 1.3241], [0.9739, -1.8681, 1.9030], [0.4528, -1.0430, 3.0699], [0.1990, 0.1769, 2.4194], [1.3678, 0.4719, 1.6123], [2.1145, -1.0923, 0.2775], [2.9964, -1.0351, 1.8475], [1.4959, -2.7845, 2.1832], [0.1078, -2.0667, 1.2948], [1.2933, -1.0565, 3.8140], [-0.4211, -1.4534, 3.5632], [1.9701, 1.1684, 2.1848], [0.9528, 1.0151, 0.7611], [1.1233, -2.7667, -3.4651], [-0.1540, -2.8599, -2.0196], [-0.6086, -4.1112, -1.4901], [-1.5530, -3.9244, -0.4473], [-2.0773, -2.7095, -0.1327], [-1.7609, -1.5400, -0.8755], [-0.7547, -1.6726, -1.8132], [0.1927, -4.8290, -1.3912], [-1.8763, -4.8127, 0.1380], [-2.6969, -2.5721, 0.7371], [-0.4313, -0.7572, -2.3025], [-4.1343, -0.9436, 1.4077], [-3.7356, 0.3883, 1.0821], [-3.5847, 1.0271, 2.2681], [-4.6661, 0.8050, 0.6603], [-1.2083, 1.9548, -1.1060], [-0.0261, 2.6323, -1.2559], [0.9582, 2.2765, -2.2639], [1.9475, 3.1593, -2.5954], [2.2043, 4.3699, -1.8849], [1.3185, 4.5978, -0.8010], [0.2574, 3.7824, -0.5307], [0.8533, 1.3734, -2.8081], [2.6506, 2.8170, -3.4367], [3.2408, 4.7951, -1.8253], [1.4897, 5.5116, -0.1709], [-0.4141, 4.0411, 0.3220]], "forces_ev_per_angstrom": [[-0.26, 0.22, 0.16], [-1.46, 1.00, 0.50], [0.79, -0.37, 0.87], [1.15, -0.77, -0.29], [0.23, 0.20, 0.84], [-0.74, -0.31, 0.09], [0.49, -0.01, -0.90], [-0.22, 0.01, -0.23], [-0.41, -0.32, 0.13], [0.09, -0.16, -0.83], [-0.49, 0.75, -0.03], [-0.39, 0.26, -0.14], [0.53, 0.01, 0.10], [0.32, -0.23, -0.28], [0.30, -0.48, 0.06], [-0.30, -0.02, -1.03], [1.17, 0.80, -0.10], [-0.48, -0.83, 0.73], [0.63, 1.03, -1.13], [0.13, -0.38, 0.83], [-0.77, 0.23, 1.14], [-0.25, -0.73, -0.10], [0.28, 0.71, -0.27], [-0.34, 0.12, -0.13], [-0.17, -0.12, 0.03], [-0.07, 0.03, 0.32], [0.09, -0.54, -1.86], [0.15, 0.44, 1.30], [0.03, 0.02, 0.00], [-0.30, -1.06, 0.39], [-0.92, -1.73, -1.29], [-0.03, 1.33, 0.34], [1.80, -0.47, -0.82], [0.56, -0.39, 0.42], [0.84, 1.14, 0.05], [-0.08, 1.99, 2.07], [-0.22, -0.74, -0.47], [-0.84, 0.66, 1.23], [-1.14, -0.14, -0.52], [-0.16, -0.92, -0.43], [0.47, -0.20, -0.77]], "nbo_charge": [1.420, -0.440, -0.423, -0.063, -0.527, -0.091, 0.232, 0.182, 0.182, 0.236, 0.118, 0.186, 0.157, 0.239, -0.072, -0.122, -0.432, -0.273, -0.057, -0.732, -0.059, 0.183, 0.186, 0.214, 0.222, -0.446, 0.024, -0.400, 0.073, -0.914, -0.210, -0.310, -0.195, -0.464, -0.199, -0.311, 0.190, 0.167, 0.173, 0.167, 0.187]}



(2)
{"formula": "C5H12NO", "method": "ωB97M-V/def2-TZVPD", "spin_multiplicity": 2, "homo_lumo_gap_ev": [12.10, 7.04], "charge": 2, "homo_ev": [-20.53, -20.57], "energy_ha": -326.919372, "e_above_lowest_ev": 1.733, "species": ["C", "O", "C", "C", "C", "C", "N", "H", "H", "H", "H", "H", "H", "H", "H", "H", "H", "H", "H"], "positions_angstrom": [[2.0441, -0.7380, -0.9852], [1.8444, 0.4245, -1.6416], [1.1045, -0.9679, 0.1858], [-0.3937, -0.9173, -0.2565], [-1.0376, 0.4633, -0.1602], [-2.1886, 1.7895, 1.5567], [-1.5248, 0.7398, 1.2449], [3.1142, -0.7803, -0.6048], [2.0099, -1.5947, -1.6996], [2.3699, 0.4500, -2.4802], [1.3174, -1.9846, 0.5110], [1.2665, -0.2592, 1.0031], [-0.9860, -1.5723, 0.3854], [-0.4878, -1.3439, -1.2544], [-1.9720, 0.4956, -0.7266], [-0.3567, 1.2768, -0.3785], [-2.1973, 2.1055, 2.5951], [-2.6175, 2.3524, 0.7313], [-1.3089, 0.0606, 1.9743]], "forces_ev_per_angstrom": [[-1.29, -0.34, 1.01], [0.57, 0.09, -0.43], [-0.48, 0.01, -0.50], [0.14, 0.15, 0.39], [-1.08, -0.51, 0.54], [0.71, -0.44, -0.32], [0.11, 0.12, -0.05], [0.24, -0.05, -0.32], [0.57, 0.02, -0.20], [-0.16, 0.22, 0.07], [0.17, 0.06, 0.33], [0.27, -0.17, 0.00], [0.20, -0.25, -0.01], [-0.18, 0.22, -0.10], [0.43, 0.16, -0.50], [-0.10, 0.15, -0.34], [-0.79, -0.19, 0.03], [0.20, 0.44, 0.25], [0.45, 0.32, 0.13]], "nbo_charge": [-0.123, -0.267, -0.447, -0.422, -0.238, 0.169, -0.409, 0.390, 0.324, 0.547, 0.277, 0.252, 0.254, 0.257, 0.261, 0.235, 0.259, 0.238, 0.443]}



(3)
{"formula": "C41H87Cl8N9O15", "method": "ωB97M-V/def2-TZVPD", "homo_lumo_gap_ev": 8.51, "homo_ev": -8.82, "energy_ha": -6917.518975, "species": ["C", "C", "O", "C", "O", "O", "H", "H", "H", "H", "C", "C", "O", "C", "O", "O", "H", "H", "H", "H", "C", "C", "O", "N", "C", "H", "H", "H", "H", "H", "H", "H", "C", "C", "O", "N", "C", "H", "H", "H", "H", "H", "H", "H", "C", "C", "O", "N", "C", "H", "H", "H", "H", "H", "H", "H", "C", "C", "O", "N", "C", "H", "H", "H", "H", "H", "H", "H", "C", "C", "O", "N", "C", "H", "H", "H", "H", "H", "H", "H", "C", "C", "O", "N", "C", "H", "H", "H", "H", "H", "H", "H", "C", "C", "O", "N", "C", "H", "H", "H", "H", "H", "H", "H", "C", "C", "O", "N", "C", "H", "H", "H", "H", "H", "H", "H", "C", "C", "O", "N", "C", "H", "H", "H", "H", "H", "H", "H", "Cl", "C", "C", "Cl", "H", "H", "H", "H", "Cl", "C", "C", "Cl", "H", "H", "H", "H", "Cl", "C", "C", "Cl", "H", "H", "H", "H", "Cl", "C", "C", "Cl", "H", "H", "H", "H"], "positions_angstrom": [[-3.0132, 1.9657, -5.7159], [-2.5166, 3.3815, -5.4315], [-3.1385, 3.7540, -4.2284], [-3.6738, 2.7151, -3.6426], [-4.2416, 2.7177, -2.5630], [-3.6083, 1.6437, -4.4856], [-2.2006, 1.2669, -5.9147], [-3.7410, 1.8932, -6.5241], [-2.7697, 4.1217, -6.1906], [-1.4313, 3.3861, -5.3301], [2.6928, 2.5313, 0.0000], [3.4034, 3.8195, -0.1377], [4.0544, 3.5936, -1.3249], [4.2129, 2.3223, -1.5753], [4.8834, 1.8090, -2.4411], [3.5808, 1.6211, -0.5965], [1.6887, 2.4912, -0.4223], [2.6391, 2.3172, 1.0674], [4.1064, 3.9626, 0.6830], [2.6261, 4.5787, -0.2236], [0.4355, -1.2387, 0.7219], [-0.1447, 0.2153, 0.7220], [0.0886, 0.9380, 1.6538], [-0.8420, 0.5533, -0.3434], [-1.4828, 1.8192, -0.4724], [0.5513, -1.5013, -0.3297], [-0.3254, -1.9206, 1.1016], [1.4008, -1.4238, 1.1930], [-1.1973, -0.1744, -0.9470], [-1.6872, 2.2328, 0.5151], [-2.3630, 1.7511, -1.1117], [-0.7167, 2.4876, -0.8653], [2.5353, 0.2315, -6.5093], [1.9502, -0.0651, -5.1312], [2.1007, -1.2540, -4.7901], [1.2583, 0.9299, -4.5329], [0.4901, 0.8206, -3.2387], [1.8360, 0.0581, -7.3272], [3.4733, -0.2773, -6.7314], [2.7311, 1.3010, -6.5870], [1.1287, 1.8317, -4.9688], [0.8852, 1.5599, -2.5420], [0.8074, -0.1024, -2.7534], [-0.5796, 0.8011, -3.4470], [-1.2637, -6.4366, 2.8637], [-1.0033, -4.9983, 3.2746], [-1.2417, -4.1302, 2.4014], [-0.6417, -4.6566, 4.5024], [-0.3077, -3.3703, 5.0877], [-0.4516, -7.0430, 2.4627], [-2.1393, -6.4064, 2.2152], [-1.5813, -6.9566, 3.7675], [-0.5178, -5.4259, 5.1450], [0.1087, -2.6221, 4.4131], [0.5777, -3.6023, 5.6796], [-1.0805, -3.0028, 5.7628], [-4.0984, -1.0985, -2.0203], [-2.7980, -1.4425, -2.7607], [-1.7055, -1.3972, -2.1747], [-2.9634, -1.7790, -4.0674], [-1.8304, -1.9473, -5.0045], [-4.5448, -2.0326, -1.6791], [-4.8373, -0.5670, -2.6199], [-3.8896, -0.4087, -1.2026], [-3.8795, -1.8064, -4.4919], [-1.4851, -2.9592, -5.2163], [-0.9563, -1.3207, -4.8275], [-2.2412, -1.6150, -5.9578], [1.5405, -0.4304, 4.7984], [0.3882, 0.2610, 5.5911], [-0.4618, -0.4591, 6.0405], [0.3774, 1.5969, 5.6180], [-0.6504, 2.4209, 6.1796], [1.8061, -1.3791, 5.2650], [2.3951, 0.2372, 4.6892], [1.1687, -0.6731, 3.8030], [1.1106, 2.0975, 5.1363], [-0.8796, 3.2011, 5.4538], [-0.2787, 3.0709, 6.9718], [-1.6201, 2.0208, 6.4758], [-2.4602, -4.2751, -0.5440], [-3.9603, -4.5642, -0.1409], [-4.6809, -5.0945, -1.0095], [-4.3436, -4.2767, 1.1062], [-5.6821, -4.4711, 1.7246], [-2.1528, -3.3313, -0.0936], [-2.3950, -4.1705, -1.6270], [-1.8019, -5.0980, -0.2652], [-3.7113, -3.7780, 1.7158], [-6.4783, -4.8546, 1.0864], [-6.0430, -3.4985, 2.0591], [-5.4784, -5.1208, 2.5758], [4.2710, -1.7876, -2.2587], [3.1809, -2.8238, -1.8808], [3.2080, -3.5126, -0.8845], [2.1442, -2.8868, -2.7069], [1.0363, -3.7572, -2.3446], [5.0475, -2.2094, -2.8969], [4.6474, -1.2805, -1.3703], [3.7426, -0.9632, -2.7376], [2.0088, -2.2927, -3.5124], [0.1095, -3.3681, -2.7661], [0.7672, -3.7415, -1.2885], [1.1059, -4.8009, -2.6514], [5.6090, -2.1040, 1.5594], [5.7366, -1.7330, 3.0043], [6.2062, -2.4851, 3.8338], [5.2324, -0.5792, 3.4459], [4.3504, 0.2749, 2.5996], [6.2076, -3.0135, 1.5090], [6.0112, -1.2979, 0.9458], [4.6063, -2.4141, 1.2652], [5.0949, -0.5462, 4.4460], [4.8545, 0.4267, 1.6451], [4.1509, 1.1930, 3.1522], [3.3914, -0.2005, 2.3938], [3.1047, 5.2416, 3.8838], [1.8985, 4.3589, 3.4495], [1.8794, 3.1530, 3.6992], [0.9337, 5.0407, 2.8052], [-0.2540, 4.4166, 2.2501], [2.8990, 5.7652, 4.8173], [3.2166, 5.9643, 3.0755], [3.9864, 4.6329, 4.0845], [0.9746, 6.0498, 2.7969], [-0.9421, 4.0425, 3.0082], [0.0054, 3.6016, 1.5743], [-0.7522, 5.1848, 1.6587], [-3.5249, 4.3019, 0.9247], [-3.9367, 5.2754, -0.5450], [-5.4543, 5.3046, -0.7369], [-6.0187, 6.1762, -2.2047], [-3.4583, 4.8877, -1.4443], [-3.5785, 6.2753, -0.3001], [-6.0030, 5.6576, 0.1363], [-5.7984, 4.2943, -0.9581], [2.5460, -5.5835, 2.8229], [1.8964, -5.0950, 1.3030], [2.2038, -6.0507, 0.1577], [1.4156, -7.6396, 0.1510], [2.2829, -4.0826, 1.1852], [0.8083, -5.0361, 1.3271], [3.2720, -6.2268, 0.2838], [2.1037, -5.6515, -0.8516], [1.7907, 4.2719, -5.2572], [0.9175, 5.7687, -4.9306], [1.0636, 6.0972, -3.3902], [0.1799, 4.8684, -2.3790], [-0.1455, 5.7315, -5.1687], [1.3252, 6.5474, -5.5752], [0.6212, 7.0602, -3.1350], [2.1188, 6.1186, -3.1180], [-4.0007, 0.9728, 1.9903], [-2.8673, 0.4315, 3.2637], [-2.6746, -1.0951, 3.1657], [-3.9385, -1.8792, 4.0107], [-3.3478, 0.7779, 4.1787], [-1.9299, 0.9871, 3.2390], [-1.7467, -1.3940, 3.6534], [-2.6165, -1.4919, 2.1522]], "forces_ev_per_angstrom": [[0.24, 0.34, -0.19], [0.77, 0.31, -1.30], [0.57, 1.32, 0.26], [-2.09, -1.16, 1.49], [1.38, -0.19, -2.02], [-0.61, -0.75, 1.39], [0.01, 0.04, 0.02], [-0.11, 0.09, 0.10], [-0.14, -0.14, 0.00], [0.08, 0.11, 0.32], [-0.71, -0.86, 2.63], [-1.50, 0.15, 0.86], [1.45, 2.53, -2.53], [1.50, -2.73, -0.48], [-1.08, 1.05, 0.90], [-0.11, -0.66, -0.89], [0.06, -0.02, -0.29], [-0.48, -0.47, -0.03], [0.06, 0.36, -0.09], [0.59, 0.58, -0.03], [-0.98, 0.55, -1.36], [1.71, -2.93, 0.57], [0.25, 1.89, 1.53], [-1.03, -0.60, -1.02], [0.72, 0.74, 0.55], [0.11, -0.30, -0.13], [0.08, -0.12, 0.31], [-0.23, 0.57, 0.33], [0.25, -0.42, -0.17], [-0.52, -0.18, -0.10], [0.08, 0.18, 0.17], [-0.27, 0.57, -0.56], [0.03, 1.70, 0.00], [0.43, -1.68, -1.82], [-0.84, 1.97, 0.51], [-0.85, -0.40, 1.44], [1.86, -0.86, -0.87], [-0.23, -0.45, 0.25], [-0.28, -0.24, 0.42], [0.22, 0.22, -0.05], [0.54, -0.31, -0.34], [-0.65, 0.52, -0.25], [-0.39, -0.32, -0.27], [0.08, 0.27, 0.40], [-0.55, -0.17, 1.60], [-0.74, 1.66, -2.79], [0.40, -0.33, 0.89], [0.12, -1.18, 0.89], [0.98, -0.36, 0.26], [0.19, 0.59, -0.25], [0.33, -0.07, -0.24], [-0.09, -0.35, 0.11], [0.05, 0.04, -0.15], [-0.87, -0.22, -0.40], [-0.05, 0.16, 0.48], [-0.01, 0.25, -0.41], [0.35, 0.12, -0.30], [-0.60, 0.45, 0.55], [-0.81, -0.18, -1.23], [1.69, -0.15, 0.04], [-0.82, 0.29, -0.80], [-0.01, 0.03, 0.27], [0.11, -0.21, -0.40], [0.18, -0.40, 0.23], [0.13, 0.11, 0.48], [-0.15, -0.21, 0.67], [-0.21, 0.00, 0.63], [0.12, 0.08, -0.22], [-0.38, 0.95, 0.36], [1.63, -0.96, -1.58], [-1.68, -0.58, 1.09], [0.17, 0.00, 0.27], [-0.31, 1.84, -0.18], [0.08, 0.29, 0.24], [0.13, -0.18, -0.03], [-0.10, 0.23, -0.12], [-0.06, -0.14, -0.18], [-0.28, -0.08, -0.54], [0.17, -0.51, 0.64], [0.55, -0.80, -0.08], [-1.33, 0.34, 0.47], [0.74, -1.16, -2.59], [0.34, 0.78, 1.44], [-0.90, 0.39, 0.46], [0.85, 0.34, -0.17], [0.39, -0.18, 0.13], [-0.32, -0.05, 0.05], [-0.10, 0.13, 0.34], [0.32, -0.20, -0.17], [0.67, -0.33, -0.31], [0.12, -0.01, 0.27], [-0.61, -0.01, 0.08], [-1.35, 0.18, 0.44], [1.10, 1.27, -0.54], [0.73, -0.55, 1.24], [-1.47, -1.06, 0.18], [-1.15, 0.33, -0.07], [-0.05, 0.12, 0.16], [0.40, -0.64, 0.15], [0.23, -0.11, -0.65], [0.38, 0.21, 0.03], [0.10, 0.13, -0.54], [0.66, 0.03, 0.24], [0.42, -0.01, -0.11], [0.73, -0.43, 0.25], [-0.58, -0.98, 0.69], [0.76, -0.90, 0.17], [-1.54, 2.23, -0.82], [0.65, -0.80, 0.73], [0.17, 0.19, -0.47], [-0.15, -0.25, -0.35], [-0.16, 0.45, 0.00], [0.15, 0.02, -0.10], [-0.12, 0.43, 0.13], [0.13, 0.14, -0.32], [-0.12, -0.08, 0.01], [-1.01, -0.42, -0.32], [1.34, -0.03, 1.24], [-0.28, 0.77, -0.59], [-0.12, -0.20, -0.04], [-0.11, 0.25, -0.38], [-0.26, 0.09, -0.06], [0.62, 0.14, 0.22], [-0.10, 0.01, -0.43], [0.17, -0.28, 0.00], [0.07, -0.02, 0.05], [0.07, -0.15, 0.22], [-0.17, -0.13, 0.08], [-0.31, 0.15, -0.67], [-0.52, 0.86, 0.18], [-0.23, -1.23, -0.08], [0.47, 0.32, 0.28], [0.10, -0.17, 0.35], [0.08, -0.05, -0.28], [0.22, 0.26, -0.16], [0.16, -0.06, 0.33], [0.33, -0.81, 1.34], [-1.83, 0.36, -1.56], [2.17, 0.55, -0.02], [-0.38, -0.03, 0.41], [0.00, -0.35, -0.82], [-0.06, 0.26, 0.61], [0.07, -0.42, -0.36], [-0.35, 0.32, 0.55], [-0.10, -0.25, -0.34], [-0.31, 0.85, 1.74], [-0.23, -0.15, -1.13], [0.48, 0.42, -0.43], [0.07, -0.58, -0.05], [0.30, 0.03, 0.34], [-0.06, -0.09, -0.21], [-0.15, -0.28, 0.12], [0.12, 0.17, -0.26], [0.08, -0.20, 0.09], [1.49, 1.29, 0.02], [-1.53, -1.18, 0.74], [0.02, -0.67, 0.15], [0.08, -0.17, -0.70], [0.04, 0.23, 0.04], [-0.13, 0.40, -0.09]], "lowdin_charge": [-0.113, -0.110, 0.080, -0.541, 0.124, 0.045, 0.123, 0.134, 0.138, 0.109, -0.158, -0.146, 0.090, -0.565, 0.147, 0.064, 0.112, 0.121, 0.145, 0.126, 0.044, -0.558, 0.030, 0.026, -0.097, 0.056, 0.060, 0.071, 0.070, 0.022, 0.077, 0.039, 0.002, -0.486, 0.001, 0.042, -0.025, 0.083, 0.089, 0.058, 0.040, 0.062, 0.078, 0.073, 0.008, -0.540, -0.040, 0.026, -0.060, 0.055, 0.081, 0.074, 0.138, 0.059, 0.088, 0.086, 0.028, -0.495, -0.011, 0.041, -0.052, 0.082, 0.077, 0.070, 0.139, 0.085, 0.065, 0.073, 0.016, -0.543, 0.036, 0.030, -0.075, 0.076, 0.056, 0.062, 0.085, 0.063, 0.078, 0.090, 0.001, -0.524, -0.015, 0.023, -0.049, 0.051, 0.064, 0.072, 0.083, 0.081, 0.064, 0.079, 0.032, -0.536, 0.014, 0.041, -0.069, 0.087, 0.062, 0.052, 0.050, 0.063, 0.070, 0.086, 0.003, -0.592, 0.033, 0.023, -0.068, 0.091, 0.080, 0.076, 0.133, 0.069, 0.073, 0.068, 0.006, -0.517, 0.012, 0.012, -0.073, 0.079, 0.069, 0.080, 0.136, 0.079, 0.063, 0.064, 0.583, -0.604, -0.658, 0.528, 0.048, 0.063, 0.069, 0.048, 0.617, -0.705, -0.671, 0.551, 0.044, 0.042, 0.061, 0.031, 0.605, -0.633, -0.587, 0.532, 0.058, 0.072, 0.066, 0.063, 0.553, -0.623, -0.711, 0.641, 0.054, 0.054, 0.043, 0.052]}



(4)
{"formula": "CH3IO3", "method": "ωB97M-V/def2-TZVPD", "homo_lumo_gap_ev": 9.38, "homo_ev": -9.57, "energy_ha": -563.092975, "e_above_lowest_ev": 6.690, "species": ["C", "O", "O", "O", "I", "H", "H", "H"], "positions_angstrom": [[-0.1002, 1.1763, 0.3044], [0.1668, -2.3085, 0.0910], [0.5401, -0.0486, 0.5569], [-0.5436, -1.2113, 0.1355], [0.6811, 2.1296, -1.4558], [0.0506, 1.8255, 1.0613], [-1.2120, 0.9724, 0.1172], [0.4172, -2.5355, -0.8105]], "forces_ev_per_angstrom": [[-1.82, -3.60, -2.74], [0.56, -1.84, 1.23], [-1.63, -0.64, -0.56], [0.88, 2.82, 0.12], [-0.02, 0.06, -0.16], [0.50, 2.00, 2.55], [1.55, 0.51, 0.30], [-0.02, 0.70, -0.74]], "nbo_charge": [-0.194, -0.360, -0.321, -0.019, 0.015, 0.193, 0.225, 0.461]}